The following is a quantum chemistry calculation of 2 unconnected molecules or ions with the total composition C12H17N in a non-equilibrium geometry, from the OMol25 dataset.

Geometry as ORCA input:
```
! RIJCOSX wB97M-V def2-TZVPD def2/J DEFGRID3
* xyz 1 2
C -0.54 -2.27 2.01
C -1.96 0.36 -0.34
C -1.14 -0.02 0.74
C -1.18 -1.45 0.95
C -2.04 -1.95 -0.04
C -2.16 1.68 -0.67
C -1.65 2.66 0.20
C -0.79 2.29 1.33
C -0.55 0.94 1.62
N -2.57 -0.87 -0.83
H -2.79 2.06 -1.52
H -2.08 3.70 0.17
H -2.92 -0.82 -1.78
H -0.35 3.09 1.89
H -2.29 -2.94 -0.22
H 0.10 0.85 2.46
H -0.88 -1.64 2.96
H 0.55 -2.21 2.15
H -1.04 -3.24 2.13
C 2.29 -0.26 -1.62
C 1.90 1.22 -1.48
C 3.04 -1.12 -0.48
H 3.02 -0.46 -2.52
H 1.25 -0.52 -1.88
H 2.59 1.77 -0.85
H 1.96 1.64 -2.45
H 2.56 -2.11 -0.59
H 2.59 -0.65 0.34
H 0.95 1.38 -1.07
H 4.13 -1.11 -0.62
*
```

Highest occupied orbital energy (spin up / spin down) (eV): -13.216 / -13.249
Frontier orbital gap (spin up / spin down) (eV): 9.35 / 6.01
ΔE to the lowest compared entry with this formula, charge and spin (kJ/mol): 240.62
Lowest unoccupied orbital energy (spin up / spin down) (eV): -3.8621 / -7.2432


The following is a quantum chemistry calculation of 2 unconnected molecules or ions with the total composition C12H17N2 in a non-equilibrium geometry, from the OMol25 dataset.

Geometry as ORCA input:
```
! RIJCOSX wB97M-V def2-TZVPD def2/J DEFGRID3
* xyz 1 1
C -1.06 -3.25 -2.01
C -0.94 -1.95 -2.52
C -0.56 -3.44 -0.72
C -0.45 -0.93 -1.77
C -0.12 -2.32 0.07
C -0.14 -1.09 -0.43
C 0.29 -2.64 1.47
C 0.80 -1.54 2.07
C 0.07 0.01 0.39
C -2.05 1.37 0.33
C 0.08 2.49 1.03
C -0.45 1.35 0.12
N 2.24 0.80 -0.58
N 0.59 -0.27 1.59
H -1.42 -4.07 -2.58
H -0.88 -1.84 -3.62
H -0.48 -4.34 -0.10
H -0.41 0.08 -2.19
H 0.36 -3.63 1.81
H 1.16 -1.56 3.16
H -2.42 1.17 1.37
H -2.54 0.54 -0.36
H -2.55 2.39 0.08
H 0.37 3.28 0.29
H 1.02 2.29 1.67
H -0.67 2.83 1.61
H -0.25 1.62 -0.88
H 2.62 1.66 -1.06
H 2.83 0.11 -0.97
H 1.04 0.52 2.07
H 2.44 1.12 0.33
*
```

Highest occupied orbital energy (eV): -12.480
Frontier orbital gap (eV): 8.46
ΔE to the lowest compared entry with this formula, charge and spin (kJ/mol): 105.37
Lowest unoccupied orbital energy (eV): -4.0202


The following is a quantum chemistry calculation of a gas-phase ion, C12H17N2O (charge +1) in a non-equilibrium geometry, from the OMol25 dataset.

Geometry as ORCA input:
```
! RIJCOSX wB97M-V def2-TZVPD def2/J DEFGRID3
* xyz 1 1
N 0.68 1.74 -0.53
C 0.67 0.40 -0.65
C 0.06 -0.16 -1.83
C -0.91 0.75 -2.60
C -2.12 1.17 -1.87
C -2.52 0.18 -0.79
N -1.63 0.18 0.35
C -2.20 0.28 1.50
O -1.52 0.47 2.64
C 1.42 -0.33 0.39
C 1.60 -1.67 0.18
C 2.22 -2.49 1.20
C 2.75 -1.83 2.29
C 2.57 -0.47 2.52
C 1.94 0.27 1.60
H 0.39 2.34 -1.27
H 1.05 2.15 0.33
H -0.48 -1.01 -1.47
H 0.85 -0.42 -2.66
H -1.18 0.01 -3.43
H -0.37 1.41 -3.24
H -1.89 2.04 -1.32
H -3.08 1.41 -2.40
H -3.60 0.37 -0.60
H -2.36 -0.81 -1.16
H -3.25 0.43 1.69
H -0.59 0.33 2.60
H 0.97 -2.08 -0.71
H 2.33 -3.60 1.02
H 3.17 -2.40 3.04
H 3.06 -0.05 3.34
H 1.98 1.37 1.85
*
```

Highest occupied orbital energy (eV): -13.184
Frontier orbital gap (eV): 8.83
ΔE to the lowest compared entry with this formula, charge and spin (kJ/mol): 266.05
Lowest unoccupied orbital energy (eV): -4.3577


The following is a quantum chemistry calculation of 2 unconnected molecules or ions with the total composition C12H17N2O3S, from the OMol25 dataset.

Geometry as ORCA input:
```
! RIJCOSX wB97M-V def2-TZVPD def2/J DEFGRID3
* xyz -1 1
C 1.93 0.55 -1.37
C 1.14 -0.30 -2.02
C -0.24 -0.02 -2.56
C -1.36 0.16 -1.52
C -1.61 -1.11 -0.72
C -0.67 -1.22 0.51
S 0.09 -2.83 0.96
C 0.50 -3.60 -0.55
N -0.22 -4.37 -1.29
N 0.58 -4.78 -2.35
C 1.72 -4.24 -2.15
O 1.77 -3.49 -1.04
H 2.90 0.21 -1.01
H 1.62 1.57 -1.15
H 1.53 -1.31 -2.17
H -0.47 -0.83 -3.30
H -0.16 0.91 -3.15
H -2.28 0.31 -2.11
H -1.58 -2.06 -1.29
H -2.63 -1.04 -0.33
H -1.24 -1.03 1.43
H 0.11 -0.46 0.43
H 2.59 -4.33 -2.78
O 0.44 3.33 0.03
C 0.18 3.04 1.15
O 1.06 2.40 1.97
C 0.41 2.04 3.20
C -0.78 2.99 3.33
C -1.14 3.22 1.87
H 0.09 1.00 3.12
H 1.14 2.13 4.00
H -1.58 2.57 3.94
H -0.45 3.92 3.80
H -1.82 2.47 1.48
H -1.55 4.21 1.66
*
```

Highest occupied orbital energy (eV): -1.539
Frontier orbital gap (eV): 4.38
Lowest unoccupied orbital energy (eV): 2.8460


The following is a quantum chemistry calculation of a molecular structure, C12H17N3O2S in a non-equilibrium geometry, from the OMol25 dataset.

Geometry as ORCA input:
```
! RIJCOSX wB97M-V def2-TZVPD def2/J DEFGRID3
* xyz 0 1
N -4.87 -5.54 -0.99
C -3.96 -5.83 -1.84
C -2.75 -4.93 -2.26
C -2.12 -4.09 -1.10
C -1.93 -4.60 0.31
C -1.38 -3.80 1.39
C -1.00 -2.38 1.06
N -0.48 -1.40 1.90
S -0.24 -0.07 0.91
N -0.78 -0.52 -0.60
C -1.18 -1.84 -0.36
C -1.74 -2.71 -1.44
H -4.65 -4.61 -0.61
H -4.08 -6.82 -2.39
H -2.95 -4.28 -3.16
H -1.93 -5.65 -2.60
H -2.24 -5.66 0.51
H -1.24 -4.21 2.42
H -1.87 -2.33 -2.49
C 2.83 6.40 1.00
O 3.47 5.49 0.13
C 4.00 4.36 0.82
C 3.12 3.14 0.63
O 1.87 3.30 1.29
C 0.82 3.61 0.39
H 2.29 7.13 0.40
H 2.11 5.90 1.66
H 3.57 6.93 1.61
H 4.15 4.58 1.88
H 4.99 4.16 0.38
H 3.62 2.28 1.09
H 2.98 2.92 -0.43
H 0.57 2.73 -0.21
H 1.08 4.44 -0.27
H -0.06 3.90 0.97
*
```

Highest occupied orbital energy (eV): -8.981
Frontier orbital gap (eV): 8.00
ΔE to the lowest compared entry with this formula, charge and spin (kJ/mol): 500.73
Lowest unoccupied orbital energy (eV): -0.9823


The following is a quantum chemistry calculation of 2 unconnected molecules or ions with the total composition C12H17N7O3 in a non-equilibrium geometry, from the OMol25 dataset.

Geometry as ORCA input:
```
! RIJCOSX wB97M-V def2-TZVPD def2/J DEFGRID3
* xyz 0 1
O -1.93 -2.96 0.82
N -2.95 -2.32 1.19
O -3.61 -2.62 2.20
C -3.29 -1.17 0.42
C -4.45 -0.41 0.71
C -4.58 0.88 0.23
C -3.48 1.45 -0.48
N -3.20 2.69 -0.92
N -1.95 2.61 -1.48
N -1.46 1.40 -1.40
N -2.39 0.63 -0.77
C -2.29 -0.67 -0.40
H -5.21 -0.88 1.33
H -5.42 1.55 0.38
H -1.42 -1.24 -0.70
C 3.93 -1.96 -1.34
N 3.00 -0.86 -1.18
C 3.17 0.23 -2.14
C 1.95 -1.05 -0.35
O 1.70 -2.13 0.18
C 1.07 0.18 -0.08
C 1.78 1.46 0.41
C 1.35 1.63 1.88
C 0.14 0.69 2.06
N 0.19 -0.21 0.96
H 3.67 -2.74 -0.62
H 3.86 -2.35 -2.36
H 4.95 -1.60 -1.18
H 2.29 0.89 -2.15
H 4.07 0.80 -1.90
H 3.30 -0.20 -3.14
H 0.48 0.40 -0.99
H 2.87 1.39 0.29
H 1.41 2.29 -0.21
H 2.15 1.31 2.55
H 1.09 2.67 2.11
H 0.15 0.16 3.03
H -0.82 1.24 1.98
H -0.12 -1.17 1.06
*
```

Highest occupied orbital energy (eV): -8.160
Frontier orbital gap (eV): 6.75
ΔE to the lowest compared entry with this formula, charge and spin (kJ/mol): 247.68
Lowest unoccupied orbital energy (eV): -1.4090


Number 1: electronic energy -521.85102 Eh. Number 2: electronic energy -576.68868 Eh. Number 3: electronic energy -651.91996 Eh. Number 4: electronic energy -1200.77098 Eh. Number 5: electronic energy -1180.26243 Eh. Number 6: electronic energy -1076.31549 Eh.